# 1
Computed, not measured: an isolated molecule of C7H12F4O4, with the ωB97M-V functional and the def2-TZVPD basis.

* HOMO-LUMO gap: 11.06 eV
* highest occupied orbital energy: -0.3785 Ha
* SMILES string: CO[C@](C)(F)C(OCF)(OCF)OCF
* ΔE to the lowest compared entry with this formula, charge and spin: 0.000 eV
* lowest unoccupied orbital energy: 0.76 eV

Atoms and positions in Å:
C1 -1.5393 -0.9808 -1.2626
C2 -3.1501 0.1479 0.9778
C3 2.2167 -0.7593 -1.5198
C4 1.7185 -0.6708 1.8758
C5 0.6337 2.4717 -0.2312
C6 -0.9615 -0.4230 0.0819
C7 0.5768 0.1308 -0.0719
O1 -1.7832 0.5277 0.6744
O2 1.1313 -0.9939 -0.6529
O3 1.0564 0.3792 1.2217
O4 0.6980 1.2155 -0.8633
F1 3.1390 0.1449 -0.9128
F2 2.9604 -0.8842 1.5293
F3 1.8662 3.0605 -0.3220
F4 -0.8359 -1.5683 0.8780
H1 -2.5464 -1.2914 -1.2094
H2 -1.5352 -0.2700 -2.1495
H3 -0.9935 -1.8768 -1.4257
H4 -3.4491 1.0566 1.3946
H5 -3.2213 -0.6915 1.6488
H6 -3.5848 -0.2493 0.0778
H7 2.7324 -1.7182 -1.7543
H8 1.8263 -0.4108 -2.5882
H9 1.1489 -1.5457 1.6569
H10 1.6586 -0.3158 2.9428
H11 0.3777 2.4387 0.7968
H12 -0.1404 3.0762 -0.7929

***

# 2
Computed, not measured: a cluster of 2 separate species, C11H22N4O4P in total, with the ωB97M-V functional and the def2-TZVPD basis.

* HOMO-LUMO gap: 9.58 eV
* highest occupied orbital energy: -0.4403 Ha
* net charge: +1
* lowest unoccupied orbital energy: -2.40 eV

Atoms and positions in Å:
N1 -0.1474 -2.5873 -1.7687
C1 0.7842 -2.1620 -2.3409
C2 1.8010 -1.2653 -3.1048
C3 1.6320 -1.2530 -4.6931
C4 0.4573 -2.1463 -5.2579
O1 0.7488 -3.0075 -6.0835
O2 -0.8913 -2.0090 -4.9298
C5 1.8015 0.2597 -2.6041
C6 1.7023 0.2614 -1.0418
N2 1.6062 0.1897 0.1233
P1 3.5221 0.9815 -3.0855
N3 3.2481 1.6660 -4.6733
O3 3.9501 2.2309 -2.0166
H1 2.8407 -1.6591 -2.8606
H2 2.5983 -1.6690 -5.1219
H3 1.5204 -0.2205 -5.1418
H4 -1.0698 -1.1353 -4.5182
H5 0.9710 0.8510 -3.1023
H6 4.1322 1.9328 -5.1221
H7 2.6034 2.4696 -4.6150
H8 3.2422 2.9022 -1.9183
C7 -2.9951 0.8593 2.7526
N4 -2.0805 0.5486 3.9198
C8 -2.9201 0.5323 5.1780
C9 -1.0426 1.6309 4.0423
C10 -1.4336 -0.8339 3.7706
C11 -0.5096 -0.9873 2.5686
O4 -1.2065 -0.7635 1.3548
H9 -3.6207 1.7093 3.0302
H10 -2.3967 1.1366 1.8898
H11 -3.6142 -0.0135 2.5519
H12 -3.3800 1.5105 5.3005
H13 -2.2679 0.3101 6.0229
H14 -3.6843 -0.2381 5.0694
H15 -0.4822 1.6930 3.1105
H16 -0.3808 1.3832 4.8725
H17 -1.5515 2.5770 4.2282
H18 -2.2594 -1.5459 3.7040
H19 -0.8755 -1.0189 4.6904
H20 -0.1165 -2.0078 2.5522
H21 0.3406 -0.3015 2.6257
H22 -0.5622 -0.8148 0.6318

***

# 3
Computed, not measured: a structure of composition C51H56Cl5FGeHfN8O4P, with the ωB97M-V functional and the def2-TZVPD basis.

* <S²>: 0.77
* HOMO-LUMO gap (spin up / spin down): 6.64 / 3.55 eV
* highest occupied orbital energy (spin up / spin down): -0.4531 / -0.4531 Ha
* net charge: +2
* 2S+1: 2
* ΔE to the lowest compared entry with this formula, charge and spin: 0.744 eV
* lowest unoccupied orbital energy (spin up / spin down): -5.69 / -8.78 eV

Atoms and positions in Å:
Hf1 -0.8513 0.2899 1.4143
Cl1 -6.6261 -0.2315 -3.6065
C1 -5.4377 0.1913 -2.4360
C2 -5.7845 1.0674 -1.3972
C3 -4.8803 1.4268 -0.4292
Cl2 -5.4237 2.4833 0.8255
C4 -3.5382 0.9425 -0.4339
O1 -2.6438 1.2734 0.4497
C5 -3.2285 0.0460 -1.5030
C6 -1.9337 -0.5153 -1.5752
O2 -1.0070 -0.3141 -0.7778
C7 -4.1730 -0.3124 -2.4878
H1 -6.7900 1.4665 -1.3621
H2 -1.7433 -1.1864 -2.4243
H3 -3.8779 -0.9865 -3.2833
C8 -4.6391 -4.0965 1.5952
N1 -3.3798 -3.3685 1.6723
C9 -3.0276 -2.2358 1.0797
N2 -1.7537 -1.9606 1.3613
C10 -1.3883 -2.9999 2.1731
N3 -2.3450 -3.8608 2.3752
C11 -4.6398 -5.1660 0.5137
C12 -5.8281 -5.5293 -0.1108
C13 -5.8392 -6.5517 -1.0492
C14 -4.6670 -7.1973 -1.4079
C15 -3.4724 -6.8076 -0.8136
C16 -3.4663 -5.8144 0.1624
C17 -2.1899 -7.3605 -1.2232
N4 -1.8819 -8.5139 -1.7226
N5 -0.5406 -8.5073 -1.9542
C18 -0.0924 -7.3484 -1.5848
O3 -1.0917 -6.5693 -1.1086
C19 1.2497 -6.8032 -1.7032
C20 2.3428 -7.6372 -1.9256
C21 3.5993 -7.0793 -2.0801
C22 3.7714 -5.7028 -2.0209
C23 2.6816 -4.8675 -1.8220
C24 2.8506 -3.3672 -1.8612
N6 2.2084 -2.6999 -0.7314
C25 1.3626 -1.6722 -0.7224
N7 1.0471 -1.3550 0.5266
C26 1.7566 -2.2713 1.2547
N8 2.4583 -3.0968 0.5263
C27 1.4233 -5.4229 -1.6536
H4 -5.4399 -3.3802 1.4196
H5 -4.7904 -4.5546 2.5723
H6 -3.6880 -1.6430 0.4700
H7 -0.4026 -3.1247 2.5856
H8 -6.7485 -5.0157 0.1418
H9 -6.7702 -6.8426 -1.5167
H10 -4.6619 -7.9889 -2.1451
H11 -2.5345 -5.5731 0.6504
H12 2.1911 -8.7066 -1.9791
H13 4.4549 -7.7174 -2.2538
H14 4.7626 -5.2813 -2.1398
H15 2.4119 -2.9611 -2.7728
H16 3.9110 -3.1157 -1.8472
H17 1.0116 -1.1716 -1.6077
H18 1.7679 -2.3303 2.3294
H19 0.5600 -4.7850 -1.4989
O4 0.3390 1.8767 0.5235
P1 0.7973 3.2800 0.0420
C28 -0.6048 4.0123 -0.9046
C29 -0.3531 5.3504 -1.6226
C30 0.2874 5.2119 -3.0050
C31 -0.5323 4.2878 -3.8984
C32 -0.6469 2.9104 -3.2534
C33 -1.2653 2.9969 -1.8562
C34 1.1792 4.3432 1.4973
C35 2.3067 3.6797 2.3250
C36 3.0101 4.6890 3.2408
C37 1.9940 5.6752 3.8069
C38 1.4043 6.5345 2.6738
C39 1.4737 5.8352 1.3038
C40 2.2684 3.0251 -1.0322
C41 2.9823 1.6969 -0.7508
C42 4.0671 1.4810 -1.8072
C43 5.0594 2.6446 -1.8045
C44 4.3490 3.9762 -2.0467
C45 3.2489 4.2048 -1.0079
H20 -1.3103 4.1933 -0.0803
H21 0.2567 6.0162 -1.0152
H22 -1.3278 5.8298 -1.7480
H23 1.3103 4.8336 -2.9178
H24 0.3589 6.2042 -3.4523
H25 -0.0749 4.2097 -4.8854
H26 -1.5336 4.7074 -4.0338
H27 0.3410 2.4429 -3.2090
H28 -1.2741 2.2586 -3.8664
H29 -1.2497 2.0143 -1.3948
H30 -2.3131 3.2921 -1.9702
H31 0.2488 4.2979 2.0651
H32 3.0462 3.2120 1.6714
H33 1.8817 2.8873 2.9401
H34 3.7735 5.2442 2.6904
H35 3.5187 4.1552 4.0447
H36 2.4644 6.3159 4.5518
H37 1.2031 5.1217 4.3224
H38 1.9455 7.4785 2.6004
H39 0.3673 6.7883 2.9036
H40 2.4602 5.9776 0.8636
H41 0.7483 6.3106 0.6479
H42 1.8603 2.9603 -2.0436
H43 2.2604 0.8772 -0.7573
H44 3.4497 1.7220 0.2390
H45 3.6031 1.3998 -2.7953
H46 4.5925 0.5435 -1.6145
H47 5.8187 2.4900 -2.5717
H48 5.5727 2.6790 -0.8384
H49 3.9148 3.9869 -3.0514
H50 5.0667 4.7961 -1.9992
H51 2.7252 5.1424 -1.2120
H52 3.7127 4.2902 -0.0226
F1 3.1257 -0.8836 6.2186
C46 2.2936 -0.6994 5.2342
C47 2.7435 -0.0154 4.0992
C48 1.8505 0.2045 3.0824
C49 0.5146 -0.2919 3.1468
C50 0.0996 -0.9408 4.3401
C51 0.9808 -1.1674 5.3690
H53 3.7646 0.3398 4.0497
H54 2.1904 0.7381 2.2023
H55 -0.9197 -1.2831 4.4688
H56 0.6737 -1.6679 6.2780
Cl3 -3.8996 2.8014 4.8307
Ge1 -3.0733 2.6474 2.8368
Cl4 -0.7329 2.1015 3.2826
Cl5 -2.9988 0.1400 2.9496